Entry 1:
Entry from OMol25: C22H37O2SiZn as an isolated structure at a distorted geometry (wB97M-V/def2-TZVPD).

Output
Kohn-Sham gap   4.1 eV
LUMO level   0.071 Eh

Structure (ORCA input):
```
! RIJCOSX wB97M-V def2-TZVPD def2/J DEFGRID3
* xyz -1 1
O 3.0489 -0.6557 1.0954
C 4.2948 -1.3310 1.3362
C 5.1822 -0.1326 0.9038
H 4.3740 -2.2207 0.6861
H 4.3999 -1.5753 2.3958
C 3.8055 0.4898 0.5615
H 5.8232 -0.3304 0.0404
H 5.7573 0.3518 1.6926
C 3.5520 0.5797 -0.9188
H 3.9714 -0.2892 -1.4416
H 4.0257 1.4926 -1.2990
H 2.4765 0.5935 -1.1191
C 3.4450 1.7345 1.3208
H 3.7451 1.6613 2.3603
H 2.3665 1.8532 1.2950
H 3.9223 2.6003 0.8746
Zn -1.2034 0.3134 -1.3653
C -0.4885 1.6336 3.2024
C -1.4015 0.7080 2.6361
C -0.6913 -0.5036 2.3541
H -2.4636 0.8824 2.4676
C 0.6413 -0.3390 2.8192
C 0.7661 0.9833 3.3309
H 1.6698 1.4111 3.7685
H -0.7160 2.6664 3.4641
H -1.0971 -1.3916 1.8772
H 1.4215 -1.0871 2.7697
C -1.6875 3.7502 0.5530
C -0.2635 3.7190 0.7007
C 0.2555 2.8732 -0.2863
H 0.2939 4.2735 1.4386
C -0.8265 2.4009 -1.1508
C -2.0452 2.9565 -0.5445
H -3.0557 2.7145 -0.8840
H -2.3731 4.2681 1.2189
H 1.3058 2.6160 -0.3972
H -0.7316 2.2985 -2.2569
O -0.0255 -1.1026 -1.8693
C 1.2735 -1.6284 -2.4872
C 1.0023 -3.0545 -2.9632
H 2.0146 -1.5954 -1.6842
H 1.5656 -0.9635 -3.2989
C -0.4440 -3.3641 -2.6033
H 1.6813 -3.7726 -2.5075
H 1.1439 -3.1537 -4.0375
C -0.8673 -2.2903 -1.6094
H -0.6381 -4.3566 -2.1759
H -1.0974 -3.2806 -3.4823
H -0.7001 -2.5935 -0.5674
H -1.9322 -1.9996 -1.7516
C -4.2325 -0.5274 -2.1673
Si -3.5646 -0.4430 -0.3982
C -4.5988 0.7053 0.7038
C -3.6189 -2.1717 0.4157
H -4.7874 0.3993 -2.4004
H -4.9130 -1.3888 -2.2966
H -3.4248 -0.6195 -2.9168
H -5.5746 0.9523 0.2535
H -4.8079 0.2663 1.6945
H -4.0644 1.6509 0.8738
H -4.3135 -2.8567 -0.1023
H -2.6311 -2.6529 0.4085
H -3.9443 -2.1275 1.4695
*
```

Atom charges from the natural (NBO) analysis, given in e for atoms 1 to 2: atom 1 (O): -0.526, atom 2 (C): -0.058

Entry 2:
Entry from OMol25: C22H38AsN4O3OsSSi as an isolated structure (wB97M-V/def2-TZVPD).

Output
Kohn-Sham gap (alpha / beta)   7.4 / 7.4 eV
LUMO level (alpha / beta)   -0.099 / -0.099 Eh

Structure (ORCA input):
```
! RIJCOSX wB97M-V def2-TZVPD def2/J DEFGRID3
* xyz 1 1
Os 0.5292 0.8293 -0.5757
C -1.5111 -0.9511 -3.9061
C -1.3325 -0.5229 -2.4820
O -0.1286 -0.1745 -2.1740
C -2.3893 -0.5187 -1.6075
C -2.3308 -0.1380 -0.2621
C -3.5303 -0.3691 0.6004
N -1.2431 0.4030 0.2764
N -1.2858 0.5348 1.6674
C -0.0821 0.5988 2.1307
O 0.9876 0.4717 1.3667
C 0.1442 0.7693 3.5801
C -0.8567 1.3008 4.3879
C -0.6163 1.5173 5.7350
C 0.6177 1.1951 6.2840
C 1.6101 0.6407 5.4861
C 1.3751 0.4257 4.1373
H -0.6073 -1.4403 -4.2614
H -1.6832 -0.0681 -4.5262
H -2.3641 -1.6159 -4.0191
H -3.3369 -0.8844 -1.9736
H -4.3725 -0.6924 -0.0046
H -3.7812 0.5315 1.1581
H -3.3008 -1.1347 1.3426
H -1.8104 1.5531 3.9449
H -1.3920 1.9378 6.3602
H 0.7999 1.3621 7.3365
H 2.5616 0.3646 5.9202
H 2.1267 -0.0308 3.5087
C 3.1865 -3.2509 -1.3804
Si 1.8626 -2.2518 -0.4920
C 2.0184 -2.5285 1.3614
C 0.1882 -2.9156 -1.0351
C 2.2314 -0.4167 -0.8352
H 3.0860 -4.3127 -1.1552
H 4.1899 -2.9444 -1.0827
H 3.1094 -3.1329 -2.4621
H 1.9519 -3.5947 1.5866
H 1.2349 -2.0201 1.9202
H 2.9798 -2.1725 1.7354
H 0.1659 -3.9834 -0.8086
H 0.0360 -2.7941 -2.1062
H -0.6448 -2.4447 -0.5060
H 2.7782 -0.3136 -1.7750
H 2.9361 -0.1843 -0.0327
C 1.4783 4.0808 2.8254
As 2.0216 3.4324 1.1093
C 2.5527 4.9484 0.0600
C 3.5246 2.2707 1.2646
O 0.6869 2.7226 0.3489
H 2.2393 4.7532 3.2180
H 1.3370 3.2371 3.4986
H 0.5376 4.6170 2.7046
H 3.3559 5.4935 0.5512
H 1.6915 5.6045 -0.0647
H 2.8847 4.5869 -0.9116
H 4.3612 2.8404 1.6692
H 3.7700 1.8970 0.2731
H 3.2615 1.4466 1.9222
S 1.8936 1.9017 -2.2309
C 0.9362 3.2216 -2.7543
N -0.1039 3.7711 -2.1319
C -0.5860 4.9474 -2.8518
C 0.0844 4.7788 -4.2260
N 1.1720 3.8518 -3.9118
H -0.2191 3.5894 -1.1394
H -0.2536 5.8650 -2.3595
H -1.6716 4.9563 -2.9107
H 0.4714 5.7165 -4.6184
H -0.5946 4.3395 -4.9609
H 1.7417 3.4208 -4.6222
*
```

Atom charges from the Mulliken analysis, given in e for atoms 1 to 2: atom 1 (Os): 3.231, atom 2 (C): -1.543

Entry 3:
Entry from OMol25: a 3-piece molecular cluster, C22H38ClN4O4 overall at a distorted geometry (wB97M-V/def2-TZVPD).

Output
Kohn-Sham gap   7.2 eV
LUMO level   0.093 Eh

Structure (ORCA input):
```
! RIJCOSX wB97M-V def2-TZVPD def2/J DEFGRID3
* xyz -1 1
O -3.7567 1.1164 0.7549
C -3.4418 0.1697 0.1560
N -3.0676 -1.0133 -0.1112
N -2.0739 -0.9301 -1.1538
C -2.6991 -1.5468 -2.3492
O -2.7977 -0.6765 -3.5020
C -1.8850 0.3813 -3.4705
C -0.5660 0.2817 -4.1393
C 0.4077 1.4121 -4.1566
C 0.1066 2.6864 -3.4907
C -1.2147 2.7868 -2.8058
C -2.1853 1.6886 -2.8057
C -0.9293 -1.7895 -0.6547
Cl -1.6609 -3.0163 0.5463
C 0.1326 -0.9616 0.1883
O 1.2392 -1.5249 0.3537
O -0.1941 0.1928 0.6831
H -3.7647 -1.8056 -2.0613
H -2.2211 -2.5475 -2.6011
H -0.2263 -0.6402 -4.6892
H 1.3974 1.3390 -4.6891
H 0.8038 3.5627 -3.4646
H -1.4770 3.7317 -2.2668
H -3.1924 1.7423 -2.3019
H -0.4199 -2.3555 -1.4750
C 5.5000 2.9398 -3.3127
C 5.6198 4.4475 -3.4964
N 4.4996 5.1929 -2.9432
C 4.4649 6.5855 -3.3688
C 5.6144 7.4939 -2.9289
C 4.2076 4.9646 -1.5320
C 5.3240 5.2415 -0.5210
H 4.5551 2.5676 -3.7145
H 6.3113 2.4374 -3.8454
H 5.5713 2.6488 -2.2630
H 5.6643 4.6355 -4.5746
H 6.5802 4.7815 -3.0789
H 3.5187 7.0357 -3.0494
H 4.4243 6.6003 -4.4642
H 5.5391 7.7605 -1.8746
H 5.5806 8.4297 -3.4945
H 6.5926 7.0433 -3.1069
H 3.8946 3.9234 -1.4123
H 3.3231 5.5417 -1.2442
H 6.2845 4.8295 -0.8361
H 5.0710 4.7784 0.4363
H 5.4451 6.3086 -0.3341
C -1.9598 -3.6057 4.2053
C -3.3895 -4.0572 4.4739
N -3.6941 -5.3807 3.9471
C -5.1173 -5.6871 3.9419
C -5.8312 -5.7816 5.2919
C -2.8238 -6.4609 4.3869
C -2.7112 -6.7191 5.8927
H -1.7234 -3.6573 3.1411
H -1.8333 -2.5691 4.5249
H -1.2312 -4.2067 4.7548
H -4.0497 -3.3300 3.9901
H -3.5865 -3.9917 5.5537
H -5.2827 -6.6195 3.3904
H -5.6230 -4.9185 3.3466
H -5.5824 -6.7037 5.8182
H -6.9141 -5.7896 5.1355
H -5.6046 -4.9351 5.9426
H -1.8184 -6.2656 4.0020
H -3.1221 -7.3913 3.8920
H -2.5796 -5.7992 6.4650
H -1.8406 -7.3512 6.0901
H -3.5816 -7.2501 6.2783
*
```

Atom charges from the natural (NBO) analysis, given in e for atoms 1 to 2: atom 1 (O): -0.478, atom 2 (C): 0.894

Entry 4:
Entry from OMol25: C22H38I3N2O8S2 as an isolated structure at a distorted geometry (wB97M-V/def2-TZVPD).

Output
Kohn-Sham gap   7.0 eV
LUMO level   -0.157 Eh

Structure (ORCA input):
```
! RIJCOSX wB97M-V def2-TZVPD def2/J DEFGRID3
* xyz 1 1
C -0.9991 3.8346 4.8886
O -0.7148 2.6227 4.2387
C -1.5447 2.4046 3.1093
C -0.8230 2.7427 1.7751
C -0.2994 1.4938 1.0515
C -0.0481 1.7147 -0.4528
C 0.5683 0.4194 -1.0652
C 2.0530 0.6434 -1.5024
C 2.9727 -0.4806 -1.1449
C 2.4941 -1.7508 -0.9168
C 3.3950 -2.7641 -0.6208
C 2.9124 -4.1670 -0.3623
C 3.5342 -4.6921 0.9703
O 3.8599 -3.9694 1.8675
I 3.6933 -6.8342 1.0470
N 4.6688 -2.4528 -0.5779
N 5.2191 -1.2761 -0.7487
C 4.3946 -0.3102 -1.0297
C 5.0004 1.0449 -1.2255
I 4.5329 2.6380 0.0815
C 5.8665 1.1831 -2.2374
C 6.2631 0.0551 -3.1747
I 6.8082 3.0568 -2.6121
H -0.9343 4.7041 4.2169
H -1.9920 3.8448 5.3645
H -0.2752 3.9939 5.6928
H -1.9457 1.3848 3.1085
H -2.3978 3.0949 3.1774
H -0.0137 3.4211 2.0641
H -1.5779 3.2468 1.1491
H 0.6604 1.2150 1.5082
H -1.0588 0.7094 1.1456
H 0.5515 2.6066 -0.6636
H -1.0300 1.8923 -0.9075
H -0.0204 0.1923 -1.9575
H 0.4673 -0.3589 -0.3065
H 2.0345 0.6793 -2.6015
H 2.3710 1.6092 -1.1186
H 1.4368 -1.9641 -0.9951
H 3.1664 -4.8721 -1.1560
H 1.8361 -4.1421 -0.1716
H 5.3130 -3.2159 -0.3839
H 6.8671 -0.6961 -2.6621
H 5.4056 -0.3775 -3.6967
H 6.9226 0.4864 -3.9312
O -1.8986 -5.2158 -0.3457
S -1.2244 -6.0059 0.6388
O 0.0576 -6.5858 0.3614
O -2.2038 -7.1367 1.1606
C -2.8370 -7.9969 0.1878
C -1.8956 -9.0691 -0.3231
C -1.1260 -5.0976 2.1465
H -3.2458 -7.4037 -0.6314
H -3.6772 -8.4614 0.7001
H -1.0927 -8.6369 -0.9203
H -2.4362 -9.7811 -0.9464
H -1.4323 -9.6022 0.5072
H -2.1096 -4.6999 2.3808
H -0.4169 -4.2855 1.9976
H -0.7754 -5.7608 2.9334
O -3.2279 4.8527 -0.0043
S -4.4511 5.5443 -0.2908
O -5.5266 4.8853 -0.9603
O -4.1100 6.8984 -1.0541
C -3.2920 6.8254 -2.2371
C -4.0787 6.3577 -3.4459
C -5.0643 6.2780 1.1879
H -2.4238 6.1884 -2.0577
H -2.9217 7.8345 -2.4097
H -4.3836 5.3168 -3.3391
H -3.4729 6.4435 -4.3485
H -4.9851 6.9504 -3.5677
H -4.2569 6.8211 1.6720
H -5.4178 5.4739 1.8300
H -5.8852 6.9434 0.9339
*
```

Atom charges from the Mulliken analysis, given in e for atoms 1 to 2: atom 1 (C): -0.710, atom 2 (O): -0.381

Entry 5:
Entry from OMol25: C22H38KN4P as an isolated structure at a distorted geometry (wB97M-V/def2-TZVPD).

Output
Kohn-Sham gap   7.1 eV
LUMO level   0.007 Eh

Structure (ORCA input):
```
! RIJCOSX wB97M-V def2-TZVPD def2/J DEFGRID3
* xyz 0 1
K 0.4819 0.1257 -0.6665
C 2.5905 1.0684 3.6985
C 2.1632 1.7441 2.3951
C 3.3503 1.9362 1.4930
C 4.1728 3.0395 1.6600
C 5.3194 3.1946 0.9014
C 5.6394 2.2383 -0.0455
C 4.8211 1.1419 -0.2648
C 5.1641 0.1431 -1.3371
C 6.1654 -0.9059 -0.8544
C 3.6675 0.9805 0.5186
N 2.7883 -0.0603 0.2695
C 2.9051 -1.2017 0.8531
C 2.0764 -2.3105 0.6331
C 2.2317 -3.5696 1.2500
C 1.2802 -4.3957 0.6898
C 0.5984 -3.6028 -0.2398
N 1.0502 -2.3529 -0.2789
H 1.7441 0.9592 4.3744
H 3.3610 1.6576 4.1931
H 2.9980 0.0821 3.4855
H 1.7133 2.7148 2.6230
H 1.4105 1.1195 1.9038
H 3.9172 3.7775 2.4106
H 5.9638 4.0502 1.0488
H 6.5456 2.3422 -0.6289
H 5.5881 0.6697 -2.1960
H 4.2492 -0.3627 -1.6539
H 7.0720 -0.4339 -0.4807
H 6.4361 -1.5750 -1.6691
H 5.7317 -1.5013 -0.0555
H 3.7179 -1.3714 1.5722
H 2.9640 -3.8207 1.9962
H 1.1011 -5.4338 0.9053
H -0.1956 -3.9309 -0.8952
N -2.4933 1.7467 0.1163
C -3.8987 1.6227 -0.2544
C -4.1929 0.1931 -0.6956
C -4.2745 -0.7845 0.4807
C -3.6092 -2.1167 0.1366
N -2.1935 -1.8817 -0.0988
H -2.2844 1.0365 0.8117
H -2.3286 2.6523 0.5402
H -4.0866 2.3091 -1.0844
H -4.5789 1.8953 0.5711
H -3.3826 -0.1253 -1.3531
H -5.1283 0.1709 -1.2539
H -5.3132 -0.9473 0.7697
H -3.7533 -0.3708 1.3474
H -4.0560 -2.5156 -0.7789
H -3.7973 -2.8376 0.9507
H -1.7702 -2.6645 -0.5752
H -1.7043 -1.7986 0.7861
C 1.7722 4.6377 -0.4741
P 0.4194 3.4129 -0.2210
C -0.4381 4.3309 1.1530
C -0.5957 3.9361 -1.6677
H 1.3432 5.6299 -0.6255
H 2.3592 4.3531 -1.3436
H 2.4307 4.6539 0.3894
H -1.2357 4.9656 0.7681
H 0.2916 4.9569 1.6631
H -0.8521 3.6384 1.8830
H -0.8017 5.0036 -1.6160
H -1.5255 3.3736 -1.6991
H -0.0257 3.7197 -2.5698
*
```

Atom charges from the natural (NBO) analysis, given in e for atoms 1 to 2: atom 1 (K): 0.917, atom 2 (C): -0.595

Entry 6:
Entry from OMol25: a 2-piece molecular cluster, C22H38N3O6P2 overall at a distorted geometry (wB97M-V/def2-TZVPD).

Output
Kohn-Sham gap   8.3 eV
LUMO level   -0.133 Eh

Structure (ORCA input):
```
! RIJCOSX wB97M-V def2-TZVPD def2/J DEFGRID3
* xyz 1 1
C 1.4602 4.2824 -0.0804
C 1.3348 2.9319 -0.0710
C 0.1698 2.1857 -0.7313
P 0.5645 2.2765 -2.5707
N 2.1215 2.2474 -2.7381
C 0.1822 0.7343 -0.2117
C -0.5771 0.7445 1.1246
C -0.2292 -0.4532 2.0173
O 0.5473 -1.4187 1.2947
C 1.3010 -2.2126 2.1098
C 2.5234 -2.7840 1.4446
O 0.9925 -2.4574 3.2554
C -2.1194 1.0402 0.9636
C -3.0040 -0.2370 0.8737
C -2.4740 -1.3180 -0.0744
C -4.5330 0.0672 0.6656
C -5.2495 -0.8025 -0.3670
P -2.6241 1.9387 2.5133
N -4.0310 2.5574 2.3980
O -1.5261 3.1259 2.8008
O -2.5563 0.8997 3.7424
C -2.3007 2.0570 -0.1818
C -2.6935 1.5216 -1.5453
C -2.9754 2.6475 -2.5796
N -1.0774 2.9223 -0.2966
H 1.4687 4.8775 -0.9907
H 1.5778 4.8264 0.8505
H 2.1047 2.3057 0.3714
H -0.0865 3.4040 -3.1156
H -0.0472 1.1352 -3.1305
H 2.4135 3.0843 -3.2323
H -0.2386 0.0305 -0.9235
H 1.2205 0.4628 -0.0610
H -0.1535 1.6174 1.6261
H 0.4018 -0.1156 2.8424
H -1.0786 -0.9530 2.4739
H 3.0160 -1.9768 0.9072
H 3.1619 -3.2567 2.1741
H 2.1628 -3.4973 0.7030
H -2.9718 -0.6920 1.8608
H -1.4086 -1.5018 0.0268
H -2.9884 -2.2476 0.1517
H -2.6579 -1.1029 -1.1222
H -5.0414 -0.0733 1.6146
H -4.6647 1.1148 0.4144
H -5.4065 -1.8195 -0.0191
H -6.2514 -0.3890 -0.4881
H -4.8060 -0.7885 -1.3586
H -3.9829 3.5594 2.5390
H -0.9898 2.9065 3.5727
H -1.6332 0.6545 3.9062
H -3.1025 2.7399 0.1135
H -3.5727 0.8947 -1.5233
H -1.9039 0.9044 -1.9708
H -2.9579 3.6279 -2.0982
H -2.2917 2.6168 -3.4203
H -3.9830 2.5550 -2.9726
H -0.8735 3.3255 0.6268
H -1.2351 3.7219 -0.9107
C 6.1594 -5.9637 -1.2354
C 5.8631 -5.4629 -0.0391
C 5.8121 -3.9986 0.1904
O 5.5418 -3.5414 1.2821
C 6.1029 -3.1121 -0.9632
C 6.3993 -3.6109 -2.1599
C 6.4502 -5.0778 -2.3917
O 6.7169 -5.5315 -3.4808
H 6.2029 -7.0286 -1.4248
H 5.6478 -6.0909 0.8160
H 6.0607 -2.0470 -0.7728
H 6.6157 -2.9824 -3.0143
*
```

Atom charges from the Mulliken analysis, given in e for atoms 1 to 2: atom 1 (C): -0.983, atom 2 (C): -0.332